Entry 1:
143
Properties=species:S:1:pos:R:3:forces:R:3 method="wB97M-V/def2-TZVPD" molar_mass_da=1013.0 homo_lumo_gap_ev=7.78 relative_energy_kj_mol=209.9 homo_ev=-10.641 charge=+1
C -1.603 2.340 -4.159 0.52 0.86 0.50
C -0.427 2.413 -3.087 -0.24 0.60 -0.18
P 0.559 0.801 -3.012 0.12 -0.30 -1.25
C 2.384 1.136 -3.408 0.21 0.35 0.24
P 0.482 -0.022 -0.976 0.63 0.52 0.60
C 0.003 1.206 0.346 0.57 0.66 0.20
C 1.069 2.300 0.641 1.58 1.34 1.23
C 1.320 2.603 2.056 0.40 0.50 -0.68
C 2.246 3.616 2.512 -0.16 -0.14 -2.32
C 2.990 4.384 1.518 -1.99 -2.04 -0.15
C 2.751 4.095 0.109 0.31 0.23 0.72
C 3.535 4.975 -0.931 -1.35 -0.26 0.00
C 1.810 3.072 -0.343 0.14 0.29 2.13
B -0.965 -1.329 -1.027 -1.69 -1.05 -0.23
C -2.440 -0.674 -1.117 0.70 0.46 0.09
O -0.757 -2.696 -0.970 -0.09 1.60 0.87
C 2.051 -0.977 -0.623 0.51 -1.65 -0.45
C 2.261 -2.057 -1.773 0.10 0.19 0.20
F 1.812 -1.726 0.568 0.14 1.23 -0.55
H -2.531 1.873 -3.755 0.87 0.01 -0.45
H -1.861 3.412 -4.384 0.16 -1.06 0.07
H -1.227 1.872 -5.102 -0.55 0.22 0.80
H -0.822 2.726 -2.085 0.39 -0.26 -0.85
H 0.261 3.232 -3.445 -0.41 -0.87 0.56
H 3.057 0.587 -2.696 -0.62 0.67 -0.58
H 2.612 2.239 -3.413 -0.12 -1.13 0.20
H 2.600 0.741 -4.430 -0.38 0.30 0.77
H -0.178 0.635 1.298 -0.11 0.55 -0.97
H -0.927 1.732 -0.010 0.61 -0.85 0.41
H 0.740 2.048 2.832 0.54 0.43 -0.78
H 2.373 3.826 3.598 -0.15 -0.27 -1.02
H 3.675 5.177 1.882 -0.47 -0.63 -0.66
H 2.822 5.146 -1.783 0.83 -0.09 0.55
H 4.446 4.472 -1.332 -0.64 0.43 0.45
H 3.763 5.990 -0.507 0.00 -1.14 -0.33
H 1.640 2.914 -1.427 0.24 0.22 0.89
H -2.354 0.385 -1.501 -0.27 -0.98 0.28
H -2.870 -0.579 -0.078 0.13 -0.19 -0.99
H -3.115 -1.250 -1.804 0.52 0.48 0.82
H -1.510 -3.122 -0.511 0.28 0.01 -0.75
H 2.967 -0.353 -0.494 -0.90 -0.29 0.19
H 1.479 -1.993 -2.570 0.80 -0.08 0.60
H 2.228 -3.093 -1.337 -0.16 1.14 -0.18
H 3.268 -1.969 -2.256 -1.01 0.19 0.44
N -4.723 1.627 1.214 0.25 0.22 0.19
C -5.118 1.776 2.483 -0.05 -0.17 -0.31
C -4.596 2.728 3.346 0.10 0.01 -0.08
C -3.606 3.572 2.868 0.08 0.07 0.15
C -3.178 3.436 1.557 0.01 -0.05 -0.03
C -3.768 2.454 0.777 -0.21 -0.22 0.06
H -5.892 1.091 2.811 0.01 0.05 0.05
H -4.955 2.807 4.364 -0.01 -0.03 -0.04
H -3.172 4.328 3.512 -0.02 -0.01 -0.03
H -2.405 4.077 1.151 -0.03 0.01 0.00
H -3.470 2.310 -0.258 0.01 0.08 -0.02
N -6.552 7.103 3.603 -0.13 -0.08 -0.36
C -7.328 7.978 2.956 0.19 -0.08 0.28
C -7.890 7.738 1.712 0.03 -0.07 -0.02
C -7.630 6.523 1.099 -0.05 -0.02 -0.11
C -6.827 5.600 1.750 0.00 0.01 -0.01
C -6.317 5.937 2.994 -0.02 0.28 0.24
H -7.500 8.916 3.474 -0.04 0.00 -0.06
H -8.514 8.483 1.235 0.02 0.00 0.04
H -8.050 6.297 0.126 0.01 0.01 0.04
H -6.601 4.639 1.303 0.01 0.00 0.04
H -5.687 5.248 3.543 -0.04 -0.02 -0.05
N 2.557 -2.455 -4.665 0.29 -0.14 -0.67
C 2.168 -3.481 -5.432 -0.07 0.22 0.25
C 2.899 -3.963 -6.505 0.04 0.04 0.01
C 4.102 -3.346 -6.809 0.06 -0.04 -0.10
C 4.527 -2.280 -6.031 0.01 0.00 0.00
C 3.724 -1.878 -4.978 -0.32 -0.13 0.12
H 1.219 -3.930 -5.158 0.02 -0.05 -0.06
H 2.536 -4.798 -7.089 -0.01 0.02 0.04
H 4.703 -3.692 -7.641 -0.02 0.01 0.04
H 5.460 -1.773 -6.238 -0.04 0.01 0.03
H 4.017 -1.051 -4.339 0.12 0.00 -0.07
N 3.361 2.452 -6.635 -0.21 0.10 -0.12
C 3.959 2.801 -7.779 0.04 -0.16 0.28
C 3.344 3.544 -8.775 -0.10 0.01 0.04
C 2.032 3.947 -8.577 0.02 0.03 -0.09
C 1.390 3.596 -7.400 -0.01 0.04 0.15
C 2.097 2.854 -6.469 0.38 -0.08 -0.11
H 4.983 2.460 -7.890 -0.01 0.05 -0.06
H 3.877 3.801 -9.680 0.01 -0.03 0.04
H 1.515 4.529 -9.332 0.00 -0.03 0.03
H 0.367 3.892 -7.210 0.00 -0.04 -0.06
H 1.639 2.558 -5.530 -0.12 0.06 -0.05
N 0.685 -6.482 3.138 0.42 0.43 -0.06
C 0.477 -5.632 2.128 -0.05 -0.30 0.18
C 1.180 -4.451 1.954 -0.03 -0.04 0.03
C 2.156 -4.126 2.882 0.07 0.13 0.00
C 2.391 -4.989 3.940 -0.02 0.02 -0.04
C 1.634 -6.147 4.022 -0.27 -0.25 -0.19
H -0.298 -5.927 1.428 0.02 0.04 -0.03
H 0.970 -3.802 1.114 -0.01 -0.06 0.02
H 2.727 -3.210 2.782 -0.02 -0.03 -0.01
H 3.145 -4.769 4.685 -0.03 -0.04 -0.01
H 1.784 -6.855 4.831 0.04 0.06 0.02
N 0.169 -11.462 7.412 0.22 0.36 -0.04
C -0.037 -10.610 6.403 -0.07 -0.29 0.18
C 0.670 -9.430 6.233 0.06 0.05 0.03
C 1.645 -9.111 7.164 0.04 0.07 -0.02
C 1.875 -9.977 8.220 0.00 0.05 -0.05
C 1.115 -11.133 8.297 -0.24 -0.21 -0.12
H -0.812 -10.902 5.702 0.03 0.06 -0.03
H 0.462 -8.779 5.393 -0.05 -0.05 -0.01
H 2.219 -8.196 7.067 -0.01 -0.03 0.02
H 2.628 -9.761 8.967 -0.03 -0.03 -0.01
H 1.261 -11.844 9.103 0.04 0.06 0.01
N -3.285 -5.407 7.380 0.23 -0.12 -0.33
C -3.676 -6.436 6.620 -0.04 0.21 0.26
C -2.942 -6.930 5.553 0.02 0.11 0.08
C -1.735 -6.320 5.252 0.03 -0.14 -0.17
C -1.308 -5.251 6.023 -0.08 -0.05 0.01
C -2.116 -4.837 7.071 -0.28 -0.03 0.19
H -4.629 -6.877 6.894 0.02 -0.04 -0.04
H -3.307 -7.768 4.973 -0.01 0.01 0.04
H -1.131 -6.675 4.424 -0.07 0.00 0.09
H -0.370 -4.750 5.817 -0.01 0.00 0.02
H -1.824 -4.007 7.706 0.05 -0.01 -0.04
N -1.725 4.216 -8.118 -0.40 0.08 -0.30
C -1.839 5.370 -8.785 0.15 -0.18 0.24
C -2.754 5.587 -9.802 -0.02 -0.05 -0.01
C -3.600 4.547 -10.154 -0.08 0.01 -0.09
C -3.501 3.341 -9.479 0.01 0.05 -0.01
C -2.554 3.229 -8.475 0.24 0.12 0.19
H -1.153 6.153 -8.476 -0.04 0.04 -0.05
H -2.803 6.543 -10.306 0.03 -0.02 0.03
H -4.329 4.676 -10.945 0.03 0.00 0.03
H -4.144 2.507 -9.727 0.03 0.01 0.03
H -2.442 2.305 -7.916 -0.05 -0.03 -0.06
N 5.323 0.259 6.849 -0.28 0.30 -0.06
C 5.020 1.104 7.839 0.18 -0.28 -0.13
C 4.104 2.137 7.719 -0.03 0.02 -0.06
C 3.467 2.309 6.500 -0.07 0.07 -0.03
C 3.767 1.446 5.458 -0.02 0.04 0.06
C 4.696 0.443 5.684 0.21 -0.17 0.20
H 5.546 0.931 8.772 -0.05 0.06 0.01
H 3.895 2.790 8.556 0.03 -0.03 -0.01
H 2.745 3.106 6.365 0.02 -0.02 0.03
H 3.290 1.549 4.491 0.04 -0.04 0.00
H 4.960 -0.259 4.900 -0.04 0.05 -0.04

=====

Entry 2:
20
Properties=species:S:1:pos:R:3:forces:R:3 method="wB97M-V/def2-TZVPD" molar_mass_da=147.2 homo_lumo_gap_ev=8.31 relative_energy_kj_mol=316.8 homo_ev=-8.317
O 4.221 -3.092 1.184 -1.37 0.09 0.47
N 3.429 -2.170 0.436 -1.40 0.27 0.52
C 2.166 -2.051 0.825 2.84 -0.58 -0.70
C 1.274 -1.139 0.085 -0.68 0.62 0.94
C 0.094 -0.687 0.637 1.79 -0.09 -1.74
C -0.788 0.313 0.007 0.84 -0.40 -1.56
C -0.692 0.675 -1.375 -1.05 1.47 0.24
C -1.514 1.755 -1.851 0.25 -1.28 0.92
C -2.414 2.398 -0.988 -0.06 -0.14 -0.52
C -2.558 1.924 0.305 -0.49 0.78 0.36
C -1.750 0.914 0.787 -0.76 0.48 0.15
H 5.180 -2.966 1.044 -1.00 0.65 -0.66
H 1.770 -2.609 1.673 0.15 0.00 0.04
H 1.692 -0.737 -0.861 -0.55 -0.34 0.70
H -0.219 -0.945 1.631 0.12 -0.54 0.32
H -0.001 0.172 -2.066 -0.40 0.21 0.47
H -1.599 2.047 -2.892 0.63 -0.17 -0.03
H -3.036 3.216 -1.391 0.34 -0.54 0.39
H -3.297 2.350 1.005 0.37 -0.11 -0.58
H -1.960 0.633 1.805 0.44 -0.39 0.25

=====

Entry 3:
100
Properties=species:S:1:pos:R:3:forces:R:3 method="wB97M-V/def2-TZVPD" molar_mass_da=885.5 homo_lumo_gap_ev=5.95 relative_energy_kj_mol=17.5 homo_ev=-3.738 charge=-1
Ca -0.584 -0.093 0.887 -0.21 -0.13 -0.44
O -3.456 -2.797 -0.494 0.00 0.00 0.03
C -3.482 -3.874 0.339 0.01 -0.03 0.02
C -4.504 -4.813 0.253 0.02 0.05 0.00
C -4.539 -5.904 1.111 0.01 -0.01 0.01
C -3.550 -6.061 2.066 -0.02 -0.02 -0.01
C -2.530 -5.118 2.142 0.02 0.02 -0.01
C -2.465 -4.023 1.294 0.01 0.02 -0.02
C -1.331 -3.011 1.431 -0.11 -0.03 -0.01
O -1.775 -1.745 1.638 0.12 0.12 -0.06
N -0.538 -3.113 0.180 -0.05 -0.06 -0.34
N 0.435 -2.140 0.073 -0.05 0.18 0.11
C 1.484 -2.339 -0.644 -0.12 0.09 0.11
C 2.434 -1.283 -0.872 0.21 -0.25 -0.13
Br 1.376 0.933 -1.139 -0.17 0.10 0.27
C 3.762 -1.393 -0.761 -0.05 0.09 0.03
C 4.567 -2.527 -0.260 0.02 -0.04 0.05
C 5.931 -2.586 -0.571 -0.04 -0.03 0.02
C 6.735 -3.621 -0.120 -0.01 0.02 -0.01
C 6.196 -4.631 0.668 -0.02 0.00 0.00
C 4.849 -4.580 1.003 0.00 0.01 -0.01
C 4.047 -3.543 0.551 0.03 0.01 -0.02
H -4.152 -2.885 -1.153 0.01 -0.01 0.00
H -5.279 -4.680 -0.496 0.00 -0.01 0.01
H -5.344 -6.624 1.027 0.01 0.01 0.01
H -3.568 -6.904 2.745 0.00 0.01 -0.01
H -1.749 -5.227 2.888 -0.01 0.00 -0.02
H -0.695 -3.344 2.277 -0.03 -0.04 0.02
H -0.190 -4.047 -0.019 0.00 -0.05 0.16
H 1.590 -3.301 -1.167 0.03 0.00 -0.03
H 4.380 -0.536 -1.045 -0.03 -0.03 -0.02
H 6.358 -1.796 -1.180 0.00 0.00 0.01
H 7.787 -3.641 -0.380 -0.02 0.01 0.00
H 6.821 -5.439 1.028 0.00 0.00 0.00
H 4.423 -5.350 1.636 -0.01 0.02 -0.01
H 3.012 -3.492 0.863 0.00 0.00 -0.01
O 1.419 -1.129 3.161 0.08 0.09 0.09
C 2.505 -0.360 2.894 -0.04 -0.06 -0.03
C 3.742 -1.005 2.883 -0.02 -0.01 -0.01
C 4.891 -0.306 2.578 0.01 0.03 0.00
C 4.833 1.057 2.294 0.00 -0.02 0.01
C 3.609 1.696 2.319 -0.05 -0.02 0.00
C 2.429 1.012 2.614 0.04 0.03 -0.02
C 1.121 1.761 2.531 0.06 0.05 -0.03
O 1.109 2.958 2.257 -0.02 -0.05 0.06
O 0.054 1.041 2.702 0.06 0.04 0.08
H 0.651 -0.517 3.205 0.06 0.10 0.11
H 3.767 -2.068 3.087 0.01 0.01 0.00
H 5.838 -0.833 2.543 -0.01 0.01 0.00
H 5.732 1.608 2.047 0.00 -0.02 0.00
H 3.517 2.751 2.091 0.01 0.00 0.00
C 0.866 1.274 -4.597 0.00 -0.04 -0.04
N 0.106 0.178 -4.036 -0.06 0.03 -0.04
C -1.223 0.181 -3.853 0.09 0.02 -0.03
N -1.901 1.258 -4.350 0.01 0.01 0.01
S -2.005 -1.086 -3.096 -0.04 -0.01 0.09
H 1.862 0.914 -4.845 0.00 0.00 0.04
H 0.973 2.110 -3.901 -0.03 0.02 0.03
H 0.397 1.623 -5.518 0.01 -0.02 -0.01
H 0.595 -0.499 -3.469 0.05 -0.03 -0.04
H -1.430 2.146 -4.426 0.00 -0.01 -0.02
H -2.874 1.285 -4.101 0.00 -0.01 0.00
C -3.230 1.129 2.048 0.04 -0.15 0.11
N -2.755 1.386 0.667 0.11 -0.22 -0.01
C -2.962 2.814 0.378 0.00 -0.05 0.03
N -4.370 3.195 0.515 0.00 0.01 0.01
C -4.803 2.887 1.884 0.02 -0.04 -0.05
N -4.643 1.470 2.213 0.02 0.11 -0.07
C -5.421 0.680 1.254 0.04 0.01 -0.02
N -5.014 0.936 -0.132 0.00 -0.01 0.04
C -3.598 0.589 -0.257 -0.03 0.07 0.02
C -5.161 2.366 -0.400 0.03 -0.03 0.04
H -2.622 1.722 2.733 0.00 0.00 0.01
H -3.081 0.069 2.267 -0.04 0.00 0.03
H -2.632 3.020 -0.641 0.00 0.01 -0.04
H -2.353 3.402 1.068 -0.01 0.00 0.01
H -5.855 3.162 1.988 -0.02 0.00 0.00
H -4.213 3.481 2.584 0.02 0.01 0.01
H -6.479 0.929 1.366 -0.01 0.01 0.00
H -5.278 -0.379 1.472 0.00 0.00 0.00
H -3.267 0.771 -1.281 0.00 0.01 -0.01
H -3.456 -0.470 -0.035 -0.01 -0.01 0.02
H -6.214 2.641 -0.300 -0.01 0.00 0.00
H -4.843 2.567 -1.426 0.01 0.01 -0.01
C 1.816 5.308 -0.041 0.01 0.00 -0.01
Ge 1.526 4.208 -1.631 -0.01 0.10 -0.02
C 0.726 5.325 -3.053 -0.01 -0.05 0.00
C 3.265 3.571 -2.278 0.00 -0.02 0.00
C 0.327 2.714 -1.217 0.08 0.06 0.03
H 2.732 5.894 -0.147 -0.03 -0.01 0.00
H 1.891 4.672 0.843 -0.01 0.01 -0.05
H 0.981 5.998 0.104 0.01 -0.03 0.01
H 1.402 6.130 -3.350 0.00 -0.02 0.03
H -0.207 5.773 -2.707 0.02 -0.02 0.00
H 0.505 4.729 -3.943 0.02 0.01 0.02
H 3.882 4.424 -2.569 -0.02 -0.01 0.01
H 3.167 2.905 -3.137 -0.01 0.02 0.01
H 3.779 3.018 -1.491 -0.02 0.02 0.00
H -0.103 2.869 -0.225 0.04 -0.01 0.01
H -0.482 2.575 -1.937 0.02 0.02 -0.05